# CH4ClPS

A 2-piece molecular cluster, CH4ClPS overall at a distorted geometry (ωB97M-V with the def2-TZVPD basis set, the OMol25 dataset).

Structure (ORCA input):
```
! RIJCOSX wB97M-V def2-TZVPD def2/J DEFGRID3
* xyz 0 1
C -1.566 1.001 0.088
P 1.163 -1.171 -0.043
S 1.328 0.796 -0.180
Cl -1.755 -0.650 -0.055
H -1.737 1.604 -0.781
H -1.567 1.400 1.087
H 2.024 -1.566 -1.077
H 2.109 -1.416 0.961
*
```

Computed properties:
Kohn-Sham gap (alpha / beta) = 0.2617 / 0.2992 Eh
E_LUMO (alpha / beta) = -1.5 / -0.5 eV
electronic energy = -1240.12407 a.u.
HOMO level (alpha / beta) = -8.7 / -8.7 eV



# C22H26ClHfO2P2

C22H26ClHfO2P2 as an isolated structure at a distorted geometry (ωB97M-V with the def2-TZVPD basis set, the OMol25 dataset).

Structure (ORCA input):
```
! RIJCOSX wB97M-V def2-TZVPD def2/J DEFGRID3
* xyz 3 1
Hf 0.456 -1.522 -0.287
Cl 0.571 -3.817 -0.435
C -1.103 -0.019 -0.569
O -1.832 0.485 0.312
P -0.375 0.424 -2.273
C -1.791 -0.092 -3.283
C 0.375 1.991 -2.851
C 1.085 -0.709 -2.351
C 1.689 2.052 -3.394
C 2.117 3.215 -4.043
C 1.307 4.354 -4.084
C 0.016 4.302 -3.530
C -0.449 3.134 -2.930
H 2.334 1.168 -3.378
H 3.121 3.261 -4.483
H 1.679 5.293 -4.500
H -0.648 5.165 -3.586
H -1.467 3.079 -2.524
C -2.779 -0.941 -2.751
C -3.926 -1.263 -3.481
C -4.068 -0.756 -4.781
C -3.053 0.026 -5.350
C -1.921 0.385 -4.614
H -2.692 -1.326 -1.726
H -4.697 -1.901 -3.034
H -4.986 -0.963 -5.339
H -3.155 0.380 -6.379
H -1.134 0.992 -5.076
C 1.066 -1.595 -3.461
C 2.095 -2.514 -3.623
C 3.084 -2.685 -2.656
C 3.163 -1.807 -1.588
C 2.260 -0.676 -1.464
H 0.314 -1.451 -4.241
H 2.177 -3.101 -4.532
H 3.813 -3.509 -2.748
H 3.953 -1.948 -0.836
H 2.660 0.307 -1.206
H -1.544 -1.743 0.330
H -1.488 -2.387 -0.160
C 1.831 -0.332 4.101
P 0.423 -0.360 3.003
C -0.790 -1.572 3.561
C -0.300 1.297 3.053
O 0.832 -0.872 1.575
H 2.690 -0.789 3.591
H 1.565 -0.896 5.009
H 2.097 0.708 4.360
H -0.958 -1.495 4.647
H -1.742 -1.346 3.064
H -0.468 -2.581 3.249
H -0.166 1.869 2.123
H -1.383 1.222 3.228
H 0.143 1.854 3.898
*
```

Computed properties:
Kohn-Sham gap (alpha / beta) = 0.2165 / 0.2165 Eh
E_LUMO (alpha / beta) = -11.6 / -11.6 eV
electronic energy = -2194.31760 a.u.
HOMO level (alpha / beta) = -17.5 / -17.5 eV



# C26H48N4O4PS10Ti

C26H48N4O4PS10Ti as an isolated structure at a distorted geometry (ωB97M-V with the def2-TZVPD basis set, the OMol25 dataset).

Structure (ORCA input):
```
! RIJCOSX wB97M-V def2-TZVPD def2/J DEFGRID3
* xyz -1 3
Ti 0.236 0.468 -0.051
C 1.366 1.629 3.745
C 0.263 0.660 3.293
N -0.407 0.967 2.026
C -0.970 2.320 1.959
C -0.352 3.231 0.876
N -0.356 2.558 -0.417
C 0.013 3.333 -1.611
C 1.525 3.361 -1.772
C 2.160 2.015 -2.224
N 2.096 0.881 -1.297
C 3.378 0.488 -0.605
C 3.533 1.307 0.691
N 2.340 1.036 1.508
C 2.423 1.912 2.702
H 1.746 1.094 4.616
H 0.876 2.548 4.156
H -0.487 0.595 4.080
H 0.728 -0.338 3.189
H -1.197 0.337 1.974
H -0.939 2.842 2.895
H -2.030 2.166 1.664
H 0.662 3.441 1.158
H -0.929 4.191 0.903
H -1.296 2.194 -0.600
H -0.447 4.328 -1.531
H -0.407 2.859 -2.502
H 1.984 3.682 -0.837
H 1.797 4.053 -2.592
H 3.215 2.202 -2.498
H 1.633 1.716 -3.151
H 1.839 0.029 -1.825
H 4.230 0.613 -1.274
H 3.236 -0.535 -0.286
H 3.563 2.377 0.454
H 4.456 1.030 1.172
H 2.461 0.070 1.796
H 2.351 2.934 2.326
H 3.436 1.828 3.125
C 3.931 -2.847 5.532
S 3.875 -1.062 5.244
C 5.182 -0.828 4.171
C 5.234 -1.171 2.851
S 4.002 -1.916 1.965
S 6.776 -0.926 2.076
C 7.606 -0.158 3.400
S 9.146 0.472 3.319
S 6.626 -0.117 4.856
H 3.046 -3.188 6.051
H 4.814 -3.090 6.133
H 3.968 -3.388 4.582
C 3.846 -3.412 -1.872
S 2.498 -2.563 -2.786
C 1.135 -3.375 -2.086
C 0.531 -3.169 -0.890
S 1.001 -2.045 0.334
S -0.836 -4.236 -0.536
C -0.805 -5.200 -1.996
S -1.900 -6.401 -2.361
S 0.441 -4.652 -3.062
H 4.794 -3.283 -2.363
H 3.621 -4.488 -1.807
H 3.912 -3.019 -0.873
C -4.274 -0.424 -3.812
C -3.361 -1.511 -3.253
C -3.903 -2.900 -3.569
C -1.948 -1.422 -3.844
O -3.317 -1.460 -1.777
P -2.772 -0.323 -0.824
O -1.430 0.154 -1.334
O -2.861 -0.718 0.604
O -3.811 0.891 -1.119
C -5.044 1.010 -0.383
C -4.760 1.567 1.017
C -5.965 1.948 -1.202
C -5.733 -0.320 -0.202
H -4.323 -0.591 -4.895
H -3.839 0.559 -3.680
H -5.277 -0.445 -3.390
H -3.974 -3.010 -4.669
H -4.929 -3.044 -3.155
H -3.314 -3.704 -3.167
H -2.002 -1.578 -4.928
H -1.318 -2.197 -3.441
H -1.468 -0.472 -3.610
H -4.192 2.483 0.982
H -4.230 0.816 1.619
H -5.712 1.787 1.514
H -5.537 2.934 -1.290
H -6.945 2.022 -0.754
H -6.102 1.553 -2.209
H -5.186 -0.995 0.449
H -5.968 -0.848 -1.105
H -6.677 -0.124 0.309
*
```

Computed properties:
Kohn-Sham gap (alpha / beta) = 0.2131 / 0.2253 Eh
⟨S²⟩ = 2.00
E_LUMO (alpha / beta) = 1.7 / 1.7 eV
electronic energy = -6712.51489 a.u.
HOMO level (alpha / beta) = -4.1 / -4.4 eV



# C26H34AlBBrF6N2NaO9P

C26H34AlBBrF6N2NaO9P as an isolated structure at a distorted geometry (ωB97M-V with the def2-TZVPD basis set, the OMol25 dataset).

Structure (ORCA input):
```
! RIJCOSX wB97M-V def2-TZVPD def2/J DEFGRID3
* xyz 1 1
C 7.953 -0.556 1.469
O 6.743 0.048 0.938
C 5.690 -0.989 0.716
C 4.267 -0.433 1.025
C 3.305 -0.463 -0.198
C 2.555 0.875 -0.321
C 1.615 0.935 -1.530
C 0.295 0.172 -1.355
C -0.666 0.779 -0.318
C -1.573 1.867 -0.910
C -2.675 2.384 0.041
N -3.100 1.369 1.034
C -2.490 1.419 2.210
C -2.749 0.538 3.191
C -3.707 -0.437 2.967
C -3.932 -1.423 4.092
O -4.969 -1.774 4.546
O -2.725 -1.963 4.675
F -2.254 -1.003 5.608
C -4.372 -0.462 1.749
C -5.401 -1.526 1.497
C -4.709 -2.705 0.807
O -4.957 -3.836 1.119
N -3.691 -2.462 -0.238
C -4.093 -3.076 -1.520
C -2.412 -3.072 0.141
C -4.038 0.458 0.755
P -4.763 0.600 -0.987
O -5.662 -0.719 -1.310
Br -6.154 2.341 -0.814
H 8.147 -1.547 1.061
H 7.953 -0.639 2.576
H 8.818 0.063 1.222
H 5.771 -1.435 -0.275
H 5.919 -1.776 1.444
H 4.381 0.590 1.416
H 3.865 -1.039 1.843
H 3.916 -0.689 -1.076
H 2.600 -1.291 -0.081
H 2.076 1.111 0.637
H 3.329 1.646 -0.465
H 2.126 0.486 -2.390
H 1.446 1.977 -1.823
H 0.482 -0.880 -1.114
H -0.198 0.170 -2.334
H -0.075 1.238 0.489
H -1.250 -0.014 0.163
H -0.928 2.717 -1.163
H -2.015 1.552 -1.859
H -3.522 2.816 -0.490
H -2.251 3.208 0.619
H -1.751 2.189 2.387
H -2.234 0.564 4.140
H -5.846 -1.927 2.403
H -6.243 -1.151 0.917
H -3.512 -3.976 -1.729
H -3.951 -2.359 -2.340
H -5.176 -3.303 -1.501
H -1.725 -3.021 -0.706
H -2.525 -4.132 0.408
H -1.935 -2.552 0.983
H -6.600 -0.470 -1.216
B -7.589 0.934 2.936
F -7.242 -0.177 3.718
F -8.593 1.662 3.558
F -6.430 1.750 2.750
F -8.023 0.487 1.666
C 6.332 0.234 -3.491
C 4.932 0.323 -3.686
C 4.425 1.735 -3.980
O 3.267 1.978 -4.237
C 5.391 2.827 -3.932
C 6.765 2.734 -3.730
C 7.296 1.321 -3.540
O 8.479 1.067 -3.419
O 7.592 3.675 -3.692
O 4.136 -0.603 -3.636
H 6.777 -0.735 -3.287
H 4.944 3.805 -4.085
Al 6.327 0.800 2.712
F -6.702 -4.283 -1.434
Na 7.493 5.456 -2.413
*
```

Computed properties:
Kohn-Sham gap = 0.0420 Eh
E_LUMO = -8.1 eV
electronic energy = -5741.44733 a.u.
HOMO level = -9.3 eV



# CH3NO3S

One molecule with the formula CH3NO3S at a distorted geometry (ωB97M-V with the def2-TZVPD basis set, the OMol25 dataset).

Structure (ORCA input):
```
! RIJCOSX wB97M-V def2-TZVPD def2/J DEFGRID3
* xyz 0 1
C 0.901 0.211 0.549
N -0.400 0.572 0.666
O -0.727 -1.373 -0.673
O -0.907 0.810 -1.765
O 1.483 -0.453 -0.263
S -1.446 0.058 -0.640
H 1.567 0.551 1.469
H -0.772 0.866 1.476
H 0.301 -1.240 -0.819
*
```

Computed properties:
Kohn-Sham gap = 0.3906 Eh
E_LUMO = 0.4 eV
electronic energy = -718.53052 a.u.
HOMO level = -10.2 eV



# C11H12N2OS

A 2-piece molecular cluster, C11H12N2OS overall at a distorted geometry (ωB97M-V with the def2-TZVPD basis set, the OMol25 dataset).

Structure (ORCA input):
```
! RIJCOSX wB97M-V def2-TZVPD def2/J DEFGRID3
* xyz 0 1
C -3.628 0.583 0.461
C -2.678 0.715 1.556
C -3.252 0.147 -0.818
C -1.389 0.308 1.215
C -1.943 -0.185 -1.149
C -1.182 -0.153 -0.042
C 1.175 -2.833 -0.608
C 2.071 1.678 0.053
C 1.558 -2.937 0.885
C 1.336 -0.665 -0.253
C 2.393 3.021 -0.678
N 1.081 -1.668 -1.132
N 1.647 0.674 -0.723
O 2.530 1.459 1.133
S 1.904 -1.161 1.374
H -4.730 0.767 0.617
H -3.086 0.955 2.549
H -3.937 -0.207 -1.614
H -0.510 0.288 1.951
H -1.798 -0.766 -2.084
H 0.862 -3.689 -1.199
H 0.650 -3.360 1.468
H 2.387 -3.755 1.113
H 3.107 2.758 -1.491
H 1.465 3.399 -1.048
H 2.887 3.784 0.004
H 1.082 0.844 -1.539
*
```

Computed properties:
Kohn-Sham gap (alpha / beta) = 0.2912 / 0.2593 Eh
E_LUMO (alpha / beta) = 0.1 / 0.3 eV
electronic energy = -1009.14330 a.u.
HOMO level (alpha / beta) = -7.8 / -6.8 eV



# C3H6O2S

C3H6O2S as an isolated structure at a distorted geometry (ωB97M-V with the def2-TZVPD basis set, the OMol25 dataset).

Structure (ORCA input):
```
! RIJCOSX wB97M-V def2-TZVPD def2/J DEFGRID3
* xyz 0 3
C -1.664 1.271 -1.373
C 1.567 -1.766 0.903
C 1.250 -0.367 1.025
O -2.496 1.987 -0.542
O 1.688 0.505 1.650
S -0.342 -0.129 -0.078
H -0.924 1.863 -1.808
H 1.803 -1.798 -0.092
H 2.448 -2.245 1.428
H 0.681 -2.307 0.953
H -1.952 2.559 -0.095
H -2.058 0.428 -1.969
*
```

Computed properties:
Kohn-Sham gap (alpha / beta) = 0.2678 / 0.2602 Eh
⟨S²⟩ = 2.01
E_LUMO (alpha / beta) = 0.8 / -2.4 eV
electronic energy = -666.39317 a.u.
HOMO level (alpha / beta) = -6.5 / -9.5 eV



# C4H12

A 2-piece molecular cluster, C4H12 overall at a distorted geometry (ωB97M-V with the def2-TZVPD basis set, the OMol25 dataset).

Structure (ORCA input):
```
! RIJCOSX wB97M-V def2-TZVPD def2/J DEFGRID3
* xyz 0 1
C 1.769 0.735 -1.727
C 0.421 0.191 -1.257
H 2.573 0.157 -1.272
H 1.827 0.726 -2.814
H 1.994 1.755 -1.409
H 0.498 -0.811 -0.837
H -0.023 0.801 -0.476
H -0.258 0.047 -2.095
C -1.479 -0.893 0.993
C -0.715 -0.027 1.978
H -1.954 -0.283 0.220
H -0.746 -1.538 0.515
H -2.308 -1.470 1.400
H -1.334 0.704 2.505
H 0.177 0.464 1.595
H -0.372 -0.641 2.823
*
```

Computed properties:
SMILES string = CC.CC
Kohn-Sham gap = 0.4641 Eh
E_LUMO = 1.1 eV
electronic energy = -159.57203 a.u.
HOMO level = -11.5 eV



# C15H30BrHfNOP2

C15H30BrHfNOP2 as an isolated structure at a distorted geometry (ωB97M-V with the def2-TZVPD basis set, the OMol25 dataset).

Structure (ORCA input):
```
! RIJCOSX wB97M-V def2-TZVPD def2/J DEFGRID3
* xyz 0 1
Hf 0.722 0.644 -0.432
P -0.286 1.516 1.880
P 1.609 -1.115 -2.187
N -1.067 0.693 -1.154
H 3.171 -2.254 2.833
C 0.837 2.189 3.148
H 0.272 2.447 4.056
H 1.336 3.083 2.755
H 1.608 1.448 3.395
C -1.340 0.372 2.841
H -1.680 0.857 3.771
H -0.780 -0.542 3.088
H -2.212 0.092 2.228
C -1.414 2.920 1.527
H -1.794 3.338 2.476
H -2.253 2.571 0.898
H -0.862 3.695 0.963
C 2.878 -0.465 -3.323
H 2.552 -0.609 -4.360
H 3.822 -0.994 -3.146
H 3.019 0.605 -3.126
C 2.353 -2.658 -1.570
H 3.300 -2.828 -2.105
H 1.658 -3.498 -1.742
H 2.555 -2.561 -0.488
C 0.296 -1.710 -3.323
H 0.430 -1.191 -4.292
H -0.697 -1.454 -2.899
H 0.391 -2.811 -3.447
C -2.296 0.903 -1.632
C -3.969 2.447 -2.517
C -2.677 2.213 -2.058
C -3.260 -0.156 -1.684
C -4.538 0.095 -2.163
C -4.899 1.394 -2.573
H -4.273 3.451 -2.833
H -1.916 2.996 -1.983
H -2.921 -1.130 -1.308
H -5.262 -0.720 -2.211
H -5.911 1.588 -2.938
C 2.224 -1.596 2.135
O 1.972 -0.749 1.186
C 3.187 -1.082 3.193
H 3.888 -1.629 3.871
H 2.527 -0.653 3.968
H 3.864 -0.378 2.695
C 1.193 -2.661 2.384
H 1.179 -3.370 1.528
H 0.169 -2.233 2.460
H 1.429 -3.194 3.323
Br 1.866 2.686 -1.106
*
```

Computed properties:
Kohn-Sham gap = 0.2028 Eh
E_LUMO = 0.4 eV
electronic energy = -4024.17676 a.u.
HOMO level = -5.1 eV



# C29H37CoN2O4P2S2

C29H37CoN2O4P2S2 as an isolated structure at a distorted geometry (ωB97M-V with the def2-TZVPD basis set, the OMol25 dataset).

Structure (ORCA input):
```
! RIJCOSX wB97M-V def2-TZVPD def2/J DEFGRID3
* xyz -2 1
Co 0.810 0.273 0.949
C 3.984 -2.467 0.819
C 3.027 -1.316 0.677
N 1.732 -1.493 0.697
O 1.323 -2.828 0.923
C 3.451 0.021 0.474
C 4.819 0.356 -0.061
N 2.542 0.967 0.675
O 2.811 2.190 0.390
H 3.546 -3.204 1.493
H 4.942 -2.132 1.214
H 4.148 -2.951 -0.147
H 0.360 -2.824 0.758
H 5.047 -0.267 -0.928
H 5.612 0.240 0.685
H 4.782 1.401 -0.371
C -1.524 -3.230 6.037
C -0.508 -3.474 4.929
O -1.102 -3.497 3.655
P -1.405 -2.145 2.802
S -1.875 -2.776 0.992
S -0.095 -0.708 3.284
O -2.814 -1.732 3.574
C -3.525 -0.680 2.967
C -4.880 -0.538 3.635
H -1.003 -3.116 6.985
H -2.237 -4.052 6.107
H -2.068 -2.317 5.812
H -0.029 -4.454 5.045
H 0.253 -2.683 4.953
H -3.649 -0.904 1.900
H -2.953 0.253 3.056
H -5.491 -1.417 3.439
H -5.376 0.344 3.240
H -4.756 -0.432 4.711
C -3.073 0.606 -0.541
C -2.760 0.286 -1.967
C -3.765 0.137 -2.902
C -3.491 -0.226 -4.219
C -2.170 -0.460 -4.588
C -1.154 -0.275 -3.679
C -1.413 0.111 -2.356
P -0.085 0.542 -1.174
C 1.363 0.151 -2.231
C 1.525 -1.242 -2.286
C 2.604 -1.833 -2.903
C 3.594 -1.022 -3.442
C 3.465 0.354 -3.362
C 2.363 0.966 -2.777
C 2.304 2.460 -2.726
C -0.365 2.328 -1.086
C -0.728 3.130 -2.164
C -0.738 4.506 -2.032
C -0.359 5.078 -0.817
C -0.100 4.285 0.282
C -0.186 2.889 0.208
C -0.137 2.006 1.352
H -4.111 0.372 -0.300
H -2.885 1.659 -0.326
H -2.415 0.016 0.098
H -4.797 0.310 -2.610
H -4.294 -0.338 -4.938
H -1.931 -0.774 -5.599
H -0.132 -0.427 -3.997
H 0.762 -1.863 -1.831
H 2.697 -2.911 -2.951
H 4.465 -1.458 -3.917
H 4.260 0.981 -3.748
H 3.107 2.901 -3.319
H 2.406 2.766 -1.681
H 1.354 2.837 -3.097
H -0.971 2.670 -3.118
H -0.985 5.133 -2.883
H -0.301 6.160 -0.741
H 0.153 4.751 1.227
H -1.106 1.506 1.497
H 0.135 2.525 2.275
*
```

Computed properties:
Kohn-Sham gap (alpha / beta) = 0.1746 / 0.1706 Eh
E_LUMO (alpha / beta) = 4.7 / 4.7 eV
electronic energy = -4399.58914 a.u.
HOMO level (alpha / beta) = 0.0 / 0.1 eV



# C26H23N5O5

One molecule with the formula C26H23N5O5 at a distorted geometry (ωB97M-V with the def2-TZVPD basis set, the OMol25 dataset).

Structure (ORCA input):
```
! RIJCOSX wB97M-V def2-TZVPD def2/J DEFGRID3
* xyz 0 1
C 6.621 -1.138 -3.088
O 5.719 -0.978 -4.158
C 4.399 -0.828 -3.882
C 3.557 -0.678 -4.986
C 2.199 -0.515 -4.826
C 1.653 -0.508 -3.546
N 0.262 -0.323 -3.330
N -0.024 0.382 -2.247
C -1.244 0.617 -1.872
C -1.361 1.411 -0.614
O -2.399 1.531 0.027
N -0.206 1.990 -0.242
C -0.073 2.793 0.952
C 0.071 1.919 2.217
O 1.122 1.809 2.802
N -1.099 1.315 2.531
C -1.363 0.421 3.571
C -2.525 -0.343 3.475
C -2.838 -1.245 4.473
C -2.012 -1.384 5.572
C -0.860 -0.605 5.682
N -0.067 -0.781 6.820
C 0.935 0.016 7.303
C 1.525 -0.535 8.588
O 1.310 1.039 6.786
C -0.529 0.296 4.676
C -2.373 0.128 -2.619
C -3.713 0.368 -2.291
C -4.719 -0.141 -3.081
C -4.423 -0.898 -4.214
C -3.113 -1.141 -4.555
C -2.078 -0.631 -3.769
C -0.696 -0.909 -4.161
O -0.378 -1.596 -5.111
C 2.484 -0.654 -2.444
C 3.847 -0.811 -2.604
H 7.603 -1.242 -3.546
H 6.620 -0.266 -2.428
H 6.397 -2.037 -2.506
H 3.998 -0.688 -5.970
H 1.566 -0.399 -5.689
H 0.618 1.745 -0.770
H -0.964 3.421 1.051
H 0.814 3.420 0.859
H -1.855 1.424 1.854
H -3.169 -0.228 2.616
H -3.733 -1.844 4.396
H -2.260 -2.091 6.351
H -0.336 -1.567 7.396
H 2.331 0.115 8.915
H 0.764 -0.577 9.365
H 1.916 -1.537 8.424
H 0.363 0.892 4.755
H -3.941 0.949 -1.413
H -5.750 0.047 -2.819
H -5.224 -1.290 -4.823
H -2.849 -1.721 -5.426
H 2.056 -0.649 -1.453
H 4.464 -0.925 -1.727
*
```

Computed properties:
SMILES string = COc1ccc(-n2nc(C(=O)NCC(=O)Nc3cccc(NC(C)=O)c3)c3ccccc3c2=O)cc1
Kohn-Sham gap = 0.2889 Eh
E_LUMO = -0.3 eV
electronic energy = -1654.63720 a.u.
HOMO level = -8.2 eV